No. 1
{"formula": "C20H28NTl", "method": "ωB97M-V/def2-TZVPD", "total_energy_ev": -27358.579, "homo_lumo_gap_ev": [5.0624, 5.8061], "charge": 2, "species": ["C", "H", "H", "H", "C", "H", "H", "C", "H", "H", "H", "C", "C", "C", "C", "C", "C", "C", "C", "C", "C", "Tl", "H", "H", "H", "H", "H", "H", "H", "H", "H", "H", "H", "H", "H", "H", "H", "N", "C", "C", "C", "C", "C", "C", "C", "H", "H", "H", "H", "H"], "positions_angstrom": [[0.270, 2.209, -3.311], [-0.542, 2.931, -3.460], [1.244, 2.674, -3.147], [-1.177, 0.477, 1.151], [0.279, 1.042, -4.270], [1.286, 0.601, -4.281], [-0.398, 0.244, -3.915], [-0.132, 1.422, -5.701], [-0.230, 0.530, -6.329], [-1.094, 1.944, -5.709], [0.616, 2.079, -6.157], [1.906, -0.210, 1.175], [2.526, -0.516, -0.060], [2.755, 0.701, -0.752], [2.246, 1.762, 0.050], [1.720, 1.191, 1.246], [1.090, 1.918, 2.370], [2.242, 3.194, -0.329], [3.405, 0.869, -2.067], [2.905, -1.866, -0.527], [1.505, -1.174, 2.223], [-0.420, 1.343, -1.145], [2.047, 3.834, 0.542], [3.219, 3.477, -0.751], [1.482, 3.433, -1.095], [1.071, 3.000, 2.189], [0.053, 1.591, 2.558], [1.652, 1.746, 3.304], [1.892, -2.175, 1.994], [1.901, -0.872, 3.205], [0.410, -1.249, 2.318], [3.002, -1.894, -1.620], [3.871, -2.185, -0.101], [2.157, -2.612, -0.226], [2.672, 1.020, -2.878], [4.078, 1.740, -2.062], [4.004, -0.018, -2.317], [-1.862, -0.261, 1.265], [-2.592, -1.003, 1.833], [-3.535, -1.846, 2.460], [-3.407, -3.252, 2.374], [-4.360, -4.072, 2.974], [-5.445, -3.508, 3.655], [-5.570, -2.118, 3.758], [-4.622, -1.285, 3.170], [-2.558, -3.676, 1.834], [-4.252, -5.156, 2.907], [-6.199, -4.154, 4.111], [-6.409, -1.674, 4.299], [-4.704, -0.198, 3.244]], "forces_ev_per_angstrom": [[0.202, 0.297, -1.402], [0.086, -0.151, 0.268], [-0.263, 0.018, 0.302], [0.023, -0.365, 0.228], [0.111, -0.565, 0.386], [-0.336, 0.002, -0.018], [0.080, 0.142, -0.203], [-0.055, 0.335, -0.099], [0.086, 0.114, 0.215], [0.115, -0.075, -0.010], [-0.156, -0.105, 0.092], [0.904, -2.113, -1.935], [-0.834, -0.237, 1.600], [-0.217, -0.046, 0.149], [-1.439, -0.055, 1.494], [0.182, 2.531, -1.847], [0.061, 0.393, 0.416], [0.310, 0.733, -0.035], [0.549, -0.121, -0.266], [0.290, -0.652, -0.138], [0.181, -0.417, 0.303], [0.715, 0.127, 0.064], [0.111, -0.079, -0.354], [-0.346, 0.106, 0.128], [0.302, 0.152, 0.198], [-0.050, -0.316, 0.121], [0.245, 0.049, 0.118], [-0.263, 0.038, -0.215], [-0.161, 0.266, 0.155], [-0.170, -0.124, -0.221], [0.224, 0.015, 0.092], [-0.043, -0.122, 0.260], [-0.255, 0.050, -0.173], [0.232, 0.119, -0.176], [0.307, -0.041, 0.273], [-0.236, -0.217, -0.055], [-0.185, 0.285, -0.046], [-2.503, -2.266, 2.000], [1.508, 1.902, -1.148], [-0.051, -0.327, -0.009], [0.126, -0.309, -0.061], [0.294, 0.177, -0.194], [0.161, 0.158, -0.077], [0.221, 0.295, -0.124], [-0.241, 0.387, 0.088], [-0.305, 0.022, 0.186], [-0.040, 0.374, 0.005], [0.267, 0.201, -0.144], [0.335, -0.178, -0.215], [-0.078, -0.406, 0.022]]}


No. 2
{"formula": "C20H28O5", "method": "ωB97M-V/def2-TZVPD", "de_lowest_kcal_mol": 1.8, "smiles": "C=CCc1cc(C)ccc1OCCCC(C(=O)OCC)C(=O)OCC", "total_energy_ev": -31432.080, "homo_lumo_gap_ev": 9.0516, "species": ["C", "C", "C", "C", "C", "C", "C", "C", "C", "C", "O", "C", "C", "C", "C", "C", "O", "O", "C", "C", "C", "O", "O", "C", "C", "H", "H", "H", "H", "H", "H", "H", "H", "H", "H", "H", "H", "H", "H", "H", "H", "H", "H", "H", "H", "H", "H", "H", "H", "H", "H", "H", "H"], "positions_angstrom": [[1.338, 3.729, 0.774], [1.169, 2.482, 0.378], [1.930, 1.840, -0.742], [2.719, 0.661, -0.232], [3.843, 0.873, 0.545], [4.611, -0.176, 1.036], [5.830, 0.096, 1.864], [4.221, -1.466, 0.719], [3.095, -1.707, -0.051], [2.326, -0.652, -0.528], [1.199, -0.790, -1.293], [0.813, -2.073, -1.739], [0.077, -2.898, -0.676], [-1.388, -2.498, -0.514], [-1.564, -1.056, -0.040], [-1.662, -0.080, -1.213], [-1.912, -0.397, -2.344], [-1.476, 1.164, -0.793], [-1.640, 2.214, -1.750], [-3.103, 2.615, -1.872], [-2.871, -0.882, 0.724], [-3.823, -1.608, 0.626], [-2.820, 0.200, 1.498], [-4.000, 0.529, 2.237], [-4.103, -0.284, 3.519], [0.774, 4.153, 1.587], [2.049, 4.385, 0.297], [0.448, 1.843, 0.869], [2.609, 2.569, -1.191], [1.232, 1.488, -1.502], [4.129, 1.891, 0.770], [6.202, -0.818, 2.320], [5.607, 0.815, 2.650], [6.621, 0.517, 1.243], [4.798, -2.306, 1.078], [2.833, -2.730, -0.272], [0.143, -1.884, -2.582], [1.689, -2.619, -2.110], [0.588, -2.791, 0.283], [0.119, -3.948, -0.968], [-1.865, -3.166, 0.205], [-1.909, -2.610, -1.467], [-0.749, -0.720, 0.604], [-1.033, 3.038, -1.371], [-1.256, 1.876, -2.717], [-3.493, 2.906, -0.900], [-3.197, 3.452, -2.558], [-3.688, 1.781, -2.252], [-4.876, 0.349, 1.604], [-3.907, 1.595, 2.452], [-3.212, -0.144, 4.126], [-4.208, -1.340, 3.281], [-4.972, 0.037, 4.084]], "forces_ev_per_angstrom": [[-0.043, 0.209, 0.112], [0.010, -0.094, -0.175], [-0.067, -0.031, 0.030], [-0.123, -0.112, -0.185], [-0.061, -0.269, -0.067], [0.014, -0.058, 0.027], [0.000, 0.034, -0.066], [0.031, 0.158, 0.032], [-0.249, -0.153, -0.200], [0.193, 0.140, 0.108], [0.092, 0.365, 0.201], [-0.003, -0.646, -0.131], [-0.064, 0.362, -0.211], [0.099, 0.013, 0.110], [-0.275, -0.115, -0.165], [0.179, -0.217, 0.160], [-0.040, 0.028, -0.190], [0.114, 0.171, 0.230], [-0.148, 0.290, -0.474], [0.316, -0.244, 0.131], [0.159, -0.117, -0.007], [-0.119, -0.063, -0.008], [0.218, 0.167, 0.176], [-0.466, -0.081, 0.234], [0.154, 0.093, -0.362], [-0.129, 0.016, 0.175], [0.163, 0.080, -0.149], [-0.123, -0.042, 0.123], [-0.045, -0.008, -0.039], [0.045, 0.106, -0.059], [0.016, 0.162, 0.039], [0.066, -0.026, 0.063], [0.055, 0.026, 0.089], [0.107, 0.021, 0.036], [0.059, -0.074, 0.048], [-0.075, -0.073, -0.028], [0.116, -0.070, 0.057], [-0.059, 0.103, 0.017], [0.070, -0.101, 0.005], [0.062, -0.035, 0.029], [-0.021, 0.048, -0.057], [-0.053, -0.055, 0.094], [-0.044, 0.001, -0.029], [-0.022, -0.129, -0.048], [0.022, 0.092, 0.166], [-0.059, 0.069, 0.068], [-0.038, 0.102, -0.073], [-0.070, -0.026, -0.050], [0.134, 0.112, 0.073], [-0.019, -0.116, -0.075], [0.048, 0.022, 0.096], [-0.033, -0.063, 0.028], [-0.093, 0.027, 0.095]]}


No. 3
{"formula": "C20H29AlBrClF4LiN2O7", "method": "ωB97M-V/def2-TZVPD", "total_energy_ev": -138759.206, "homo_lumo_gap_ev": 2.0522, "charge": -1, "species": ["C", "C", "C", "C", "C", "C", "C", "C", "N", "C", "C", "C", "C", "N", "H", "H", "H", "H", "H", "H", "H", "H", "H", "H", "H", "H", "H", "C", "C", "O", "C", "O", "O", "C", "H", "H", "H", "H", "H", "H", "H", "H", "C", "O", "H", "H", "H", "H", "C", "C", "O", "C", "O", "O", "H", "H", "H", "H", "Br", "Li", "Cl", "F", "Al", "F", "F", "F"], "positions_angstrom": [[-0.649, 2.922, 5.502], [-0.565, 3.268, 3.983], [-1.748, 3.747, 3.249], [-1.768, 4.057, 1.837], [-0.533, 3.883, 1.071], [0.662, 3.439, 1.777], [0.672, 3.134, 3.222], [2.058, 2.672, 3.841], [2.660, 1.758, 2.824], [2.003, 0.596, 2.592], [2.421, -0.369, 1.617], [3.665, 0.103, 0.901], [4.220, 1.370, 1.346], [3.791, 2.235, 2.274], [-0.674, 3.818, 6.170], [0.182, 2.216, 5.779], [-1.595, 2.333, 5.688], [-2.689, 3.867, 3.839], [-2.694, 4.418, 1.333], [-0.519, 4.086, -0.024], [1.580, 3.319, 1.144], [2.695, 3.577, 4.001], [1.888, 2.097, 4.794], [1.085, 0.367, 3.183], [1.885, -1.308, 1.390], [4.148, -0.468, 0.084], [5.166, 1.689, 0.832], [-2.391, -4.364, -2.629], [-1.899, -3.310, -3.594], [-1.886, -1.999, -2.958], [-0.850, -1.762, -2.157], [0.063, -2.524, -1.921], [-0.983, -0.535, -1.635], [0.040, -0.202, -0.699], [-3.361, -4.075, -2.207], [-2.494, -5.326, -3.131], [-1.702, -4.486, -1.794], [-2.592, -3.243, -4.439], [-0.883, -3.552, -4.017], [1.032, -0.361, -1.121], [-0.089, -0.790, 0.212], [-0.065, 0.855, -0.449], [0.483, 2.716, 9.074], [-0.499, 3.649, 8.638], [1.468, 3.100, 8.811], [0.422, 2.590, 10.157], [0.328, 1.753, 8.579], [-1.360, 3.289, 8.880], [-2.341, 0.548, -5.548], [-1.653, -0.433, -6.461], [-2.745, -1.135, -7.042], [-3.835, -0.328, -6.968], [-4.869, -0.541, -7.509], [-3.585, 0.768, -6.187], [-1.788, 1.487, -5.452], [-2.523, 0.135, -4.550], [-1.085, 0.060, -7.255], [-0.992, -1.113, -5.923], [2.143, -2.356, -2.520], [-0.924, 2.326, -4.392], [0.441, -4.822, -3.225], [2.828, -8.177, -2.866], [2.722, -7.765, -4.562], [3.646, -8.924, -5.495], [3.377, -6.166, -4.821], [1.052, -7.812, -5.076]], "forces_ev_per_angstrom": [[-0.430, -0.612, -0.715], [0.296, 0.515, -1.837], [0.895, -0.203, -0.366], [2.003, -0.703, 0.838], [-0.042, -0.442, 2.431], [-1.599, 0.307, 0.266], [-1.177, 0.704, -0.944], [-1.751, -0.059, -0.684], [-1.341, 0.802, 2.368], [-0.032, -2.676, -1.623], [1.977, 3.059, 0.192], [-1.576, 0.385, 1.477], [1.069, -0.566, -1.344], [0.271, -2.270, -1.697], [0.256, -0.804, -0.619], [-0.758, 0.982, -0.081], [0.844, 0.721, -0.203], [0.865, -0.128, -0.597], [0.844, -0.397, 0.597], [0.114, -0.202, 1.086], [-0.831, 0.066, 0.932], [-0.252, -1.115, -0.195], [0.354, 0.725, -0.925], [0.943, 0.674, -0.390], [0.485, 0.797, 0.308], [-0.420, 0.453, 0.760], [-1.038, -0.237, 0.602], [-0.244, 0.288, 0.418], [0.133, -0.442, -1.009], [0.164, 0.613, -0.016], [-0.310, -0.738, -0.100], [-3.486, 0.531, 1.282], [-0.026, 0.494, -0.237], [0.320, 0.308, 0.363], [-0.108, 0.010, -0.213], [0.106, 0.071, -0.018], [0.096, -0.068, -0.188], [-0.178, 0.446, 0.195], [-1.282, 0.423, 0.708], [-0.083, -0.180, 0.049], [0.036, -0.057, -0.081], [-0.250, -0.026, -0.086], [-0.308, -0.031, 0.023], [-0.038, 0.062, 0.046], [-0.096, 0.057, -0.019], [0.177, -0.121, -0.007], [0.174, -0.082, 0.084], [0.082, 0.127, -0.053], [-0.333, -0.450, 0.570], [0.882, -0.309, -0.042], [-0.339, 0.594, 0.269], [-0.384, -0.547, -0.516], [0.238, 0.209, 0.210], [0.155, 0.089, -0.033], [-0.571, -0.184, -0.978], [0.109, -0.033, 0.018], [-0.053, 0.015, 0.020], [-0.158, -0.127, -0.085], [2.807, 0.143, -0.989], [0.614, 0.347, 0.864], [2.106, -1.088, 0.011], [-0.001, 0.152, -1.193], [-0.207, 0.383, 0.180], [-0.595, 0.726, 0.601], [-0.306, -1.251, 0.062], [1.189, -0.131, 0.254]]}


No. 4
{"formula": "C20H29B2Cl2F4N10O5SSeZr", "method": "ωB97M-V/def2-TZVPD", "de_lowest_kcal_mol": 42.0, "total_energy_ev": -161081.986, "homo_lumo_gap_ev": 6.9812, "charge": 1, "species": ["Zr", "C", "C", "N", "O", "B", "F", "F", "O", "N", "C", "C", "C", "N", "O", "B", "F", "F", "O", "N", "C", "C", "C", "H", "H", "H", "H", "H", "H", "H", "H", "H", "H", "H", "H", "N", "N", "C", "N", "S", "H", "H", "H", "H", "H", "Cl", "C", "C", "C", "C", "C", "Cl", "C", "N", "H", "H", "H", "C", "N", "C", "C", "C", "O", "H", "H", "H", "H", "H", "H", "H", "H", "H", "Se", "C", "N"], "positions_angstrom": [[-0.185, -0.133, 0.347], [2.034, 3.461, 2.503], [1.362, 2.188, 2.125], [1.172, 1.796, 0.925], [1.622, 2.616, -0.044], [2.424, 1.872, -1.066], [3.678, 1.601, -0.544], [2.430, 2.594, -2.215], [1.700, 0.540, -1.338], [1.899, -0.383, -0.346], [2.973, -1.060, -0.224], [4.105, -1.088, -1.181], [2.931, -1.886, 1.018], [2.574, -1.196, 2.028], [2.304, -2.030, 3.130], [1.112, -1.838, 3.762], [0.806, -2.723, 4.703], [0.180, -1.972, 0.983], [0.162, -0.834, 3.640], [0.324, 0.181, 2.713], [0.979, 1.185, 3.152], [1.524, 1.311, 4.529], [3.127, -3.362, 0.979], [2.230, 4.055, 1.618], [1.400, 4.025, 3.189], [2.979, 3.255, 3.011], [3.892, -0.475, -2.050], [5.010, -0.724, -0.695], [4.281, -2.119, -1.493], [0.993, 0.677, 5.231], [2.579, 1.020, 4.511], [1.480, 2.347, 4.861], [3.630, -3.672, 0.067], [3.690, -3.703, 1.845], [2.140, -3.830, 1.009], [-3.907, 1.756, 1.666], [-4.291, 2.625, 0.640], [-4.071, 2.311, -0.630], [-4.819, 2.885, -1.569], [-2.843, 1.227, -1.191], [-4.650, 1.733, 2.353], [-3.046, 2.088, 2.084], [-4.716, 3.516, 0.861], [-5.726, 3.273, -1.362], [-4.504, 2.861, -2.526], [-0.515, 1.972, -3.180], [-0.589, 3.228, -1.997], [-0.134, 4.482, -2.362], [-0.119, 5.509, -1.435], [-0.555, 5.277, -0.144], [-1.010, 4.016, 0.201], [-1.472, 3.803, 1.880], [-1.045, 2.944, -0.697], [-1.476, 1.640, -0.305], [0.235, 4.631, -3.366], [0.247, 6.487, -1.715], [-0.540, 6.060, 0.600], [-1.947, -3.073, 2.896], [-3.144, -2.582, 2.227], [-4.336, -3.395, 2.453], [-3.147, -1.570, 1.374], [-4.440, -1.321, 0.648], [-2.154, -0.811, 1.179], [-1.912, -4.156, 2.780], [-1.979, -2.831, 3.958], [-1.076, -2.645, 2.426], [-4.251, -3.848, 3.438], [-4.407, -4.188, 1.706], [-5.241, -2.796, 2.434], [-4.865, -2.250, 0.274], [-4.247, -0.660, -0.182], [-5.156, -0.847, 1.323], [-2.613, -3.434, -1.710], [-1.544, -2.053, -1.575], [-0.839, -1.111, -1.456]], "forces_ev_per_angstrom": [[-0.393, -0.260, 0.112], [-0.010, 0.014, 0.018], [-0.020, -0.004, 0.057], [0.008, -0.002, -0.015], [0.042, -0.008, -0.030], [-0.028, -0.056, -0.027], [-0.021, 0.020, -0.002], [0.034, -0.011, 0.002], [0.037, -0.006, -0.040], [0.083, -0.011, 0.141], [0.031, 0.050, -0.014], [0.005, -0.060, -0.001], [-0.006, -0.044, -0.109], [-0.063, 0.012, -0.027], [-0.022, -0.003, 0.060], [-0.005, -0.045, 0.066], [-0.012, 0.032, -0.037], [0.090, 0.038, 0.048], [-0.056, -0.116, -0.016], [0.085, 0.047, -0.096], [0.040, 0.127, -0.017], [0.007, 0.035, 0.000], [-0.007, 0.000, 0.000], [0.001, -0.002, -0.002], [0.006, 0.003, 0.004], [0.002, -0.006, -0.007], [-0.001, 0.007, -0.010], [-0.008, 0.028, -0.005], [0.008, 0.008, 0.005], [-0.003, 0.005, 0.003], [-0.011, -0.021, 0.014], [0.009, 0.001, -0.003], [0.000, 0.007, 0.002], [-0.008, 0.007, 0.007], [0.005, -0.007, -0.005], [-0.045, -0.019, 0.012], [0.001, -0.073, -0.048], [-0.042, 0.067, 0.047], [0.018, -0.020, -0.012], [0.070, -0.011, -0.106], [0.001, -0.010, 0.004], [0.027, -0.013, 0.013], [-0.017, 0.013, 0.007], [0.008, 0.030, -0.007], [-0.018, -0.003, -0.001], [-0.059, -0.010, 0.000], [-0.021, 0.015, 0.066], [-0.015, -0.043, -0.018], [0.015, 0.048, 0.012], [0.004, 0.014, 0.002], [-0.011, -0.075, -0.032], [0.038, 0.015, -0.001], [0.053, 0.031, -0.064], [-0.105, 0.020, 0.139], [-0.003, 0.005, 0.009], [-0.002, -0.004, -0.001], [-0.001, -0.004, -0.001], [-0.018, 0.001, -0.035], [0.048, -0.005, 0.024], [-0.017, -0.010, 0.039], [0.030, 0.128, -0.161], [0.006, 0.023, -0.023], [0.116, -0.051, 0.139], [0.002, 0.005, 0.000], [0.026, 0.016, 0.008], [0.061, 0.048, -0.025], [0.010, -0.010, -0.001], [-0.010, 0.001, 0.001], [0.020, -0.030, 0.018], [0.025, 0.038, -0.008], [-0.004, 0.030, -0.049], [-0.007, 0.009, -0.004], [0.096, 0.075, -0.027], [-0.050, -0.060, -0.047], [-0.051, 0.042, 0.056]]}


M readings, ordered: 486.834, 348.439, 634.731, 860.290 g/mol